# H20O10

10 unconnected molecules or ions with the total composition H20O10 at a distorted geometry (wB97M-V/def2-TZVPD, the Open Molecules 2025 dataset).

Each line ends with the natural charge from an NBO analysis.
Positions of all 30 atoms, in Å:
O 1.43278 1.93184 -2.41222  -0.96
H 2.21794 1.95791 -3.01943  0.49
H 0.72232 2.51037 -2.80776  0.50
O 0.04544 -2.00950 2.93065  -0.96
H 0.12094 -1.99826 1.96033  0.50
H -0.01708 -2.72738 3.38013  0.46
O -0.49247 -2.61459 0.10471  -0.99
H -1.32398 -2.29416 -0.22977  0.50
H -0.58799 -3.58513 0.18567  0.49
O 1.78491 1.99508 2.51520  -0.97
H 2.10186 1.45338 1.74943  0.50
H 2.53544 2.21874 2.99488  0.46
O 1.38467 -1.82844 -1.90173  -0.96
H 0.95085 -2.47227 -1.30258  0.49
H 0.68106 -1.70141 -2.75224  0.46
O -3.27098 1.28743 -0.11359  -0.96
H -3.04571 0.43119 0.18672  0.45
H -2.39320 1.70141 0.15861  0.50
O 0.10055 0.41869 -0.13768  -0.94
H 0.12574 0.04525 -1.02839  0.47
H -0.23721 -0.56484 0.15646  0.46
O 2.89853 1.35076 -0.24602  -0.98
H 3.51629 0.69574 -0.80175  0.46
H 2.37000 1.67554 -1.08593  0.49
O -1.06813 2.41151 1.48381  -0.98
H -1.14194 2.98162 2.19391  0.47
H -0.08137 2.35373 1.11275  0.52
O -2.80521 -1.53466 -1.02607  -0.92
H -3.37939 -1.98030 -0.47044  0.47
H -3.14464 -2.10927 -1.77765  0.48

Output
- Relative energy (zero: lowest compared OMol25 entry of this formula, charge and spin): 127.56 kcal per mole
- Lowest unoccupied orbital energy: -0.4 eV
- E_HOMO: -10.0 eV
- HOMO-LUMO gap: 9.64 eV